Computed, not measured: a cluster of 8 separate species, C8H16Cl16 in total at a distorted geometry, with ωB97M-V/def2-TZVPD.

Values from the calculation:
relative energy (zero: lowest compared OMol25 entry of this formula, charge and spin)	1.267	eV
frontier orbital gap	10.975	eV
charge	0
lowest unoccupied orbital energy	0.075	eV
SMILES string	ClCCl.ClCCl.ClCCl.ClCCl.ClCCl.ClCCl.ClCCl.ClCCl
E	-208913.548	eV
highest occupied orbital energy	-10.90	eV

Last column: Löwdin charge in e.
Geometry (Å):
Cl1 8.377 25.069 -0.147  0.493
H1 12.361 26.355 3.952  0.028
H2 12.537 30.883 6.222  0.033
Cl2 9.879 21.536 8.798  0.464
H3 17.224 28.830 -0.607  0.032
H4 11.213 30.155 5.327  0.022
H5 9.747 25.899 9.827  0.024
C1 16.643 27.960 -0.916  -0.986
Cl3 6.750 26.654 -1.905  0.513
H6 7.871 21.708 7.547  0.028
H7 17.542 23.273 3.236  0.023
Cl4 9.646 22.225 5.938  0.462
H8 15.025 22.757 -1.589  0.024
Cl5 11.838 32.348 4.427  0.475
H9 7.544 27.198 0.137  0.015
Cl6 11.540 26.471 8.501  0.486
C2 11.608 31.101 5.696  -1.072
C3 10.737 26.294 10.057  -1.054
C4 8.877 21.357 7.315  -0.977
Cl7 13.000 21.838 -2.088  0.507
Cl8 14.756 23.260 -3.859  0.521
C5 14.202 23.100 -2.217  -1.080
H10 18.265 24.761 3.912  0.024
Cl9 10.581 27.843 10.867  0.512
C6 12.142 26.183 2.898  -1.044
H11 15.774 27.975 -0.259  0.021
H12 13.748 24.032 -1.880  0.028
Cl10 13.473 25.279 2.151  0.482
H13 8.837 20.314 7.003  0.022
Cl11 16.020 28.112 -2.554  0.496
Cl12 16.783 23.820 5.418  0.491
C7 8.022 26.702 -0.708  -1.058
H14 11.290 25.508 2.833  0.026
C8 17.983 23.729 4.122  -1.012
H15 8.891 27.263 -1.050  0.038
H16 11.300 25.591 10.671  0.031
Cl13 10.426 31.650 6.795  0.542
Cl14 11.879 27.714 2.094  0.510
Cl15 19.418 22.732 4.551  0.474
Cl16 17.618 26.415 -0.849  0.437